Record 1
Below is C20H23N3O3S2 in the gas phase, with properties calculated with ωB97M-V/def2-TZVPD.

As for the energy above the lowest of the compared OMol25 structures with the same formula, charge and spin: 10.15 kcal/mol. The SMILES is CCc1nc(SCC(=O)Nc2cc(OC)ccc2OC)c2c(C)c(C)sc2n1. The value obtained for the HOMO-LUMO gap is 8.14 eV.

Element x y z (Å)
C  -0.187  0.854  -3.793
C  -0.873  1.731  -2.753
C  -1.630  0.945  -1.730
N  -1.175  -0.265  -1.415
C  -1.810  -0.995  -0.512
S  -1.141  -2.577  -0.160
C  0.248  -2.672  -1.337
C  1.540  -2.118  -0.745
O  2.494  -2.834  -0.524
N  1.468  -0.789  -0.517
C  2.394  0.039  0.123
C  3.704  -0.351  0.361
C  4.584  0.511  1.006
O  5.883  0.217  1.286
C  6.374  -1.050  0.913
C  4.137  1.768  1.402
C  2.831  2.159  1.166
C  1.945  1.307  0.530
O  0.624  1.595  0.258
C  0.111  2.828  0.698
C  -2.960  -0.512  0.129
C  -3.839  -1.047  1.120
C  -3.677  -2.407  1.713
C  -4.825  -0.173  1.450
C  -5.926  -0.359  2.435
S  -4.732  1.341  0.568
C  -3.328  0.791  -0.275
N  -2.691  1.511  -1.184
H  -0.912  0.214  -4.292
H  0.297  1.476  -4.542
H  0.567  0.226  -3.326
H  -0.120  2.323  -2.226
H  -1.571  2.426  -3.222
H  -0.053  -2.121  -2.228
H  0.377  -3.731  -1.556
H  0.596  -0.325  -0.773
H  4.003  -1.334  0.043
H  7.411  -1.071  1.244
H  5.819  -1.856  1.401
H  6.336  -1.191  -0.172
H  4.825  2.431  1.900
H  2.516  3.137  1.492
H  0.168  2.919  1.787
H  -0.934  2.841  0.387
H  0.634  3.671  0.235
H  -2.710  -2.489  2.206
H  -3.713  -3.164  0.931
H  -4.461  -2.608  2.436
H  -6.546  0.532  2.474
H  -6.552  -1.206  2.157
H  -5.523  -0.546  3.431


Record 2
Below is C20H23NO in the gas phase, with properties calculated with ωB97M-V/def2-TZVPD.

As for the energy above the lowest of the compared OMol25 structures with the same formula, charge and spin: 35.68 kcal/mol. The SMILES is CN(C)CCCC1(O)c2ccccc2C=Cc2ccccc21. The value obtained for the HOMO-LUMO gap is 8.83 eV.

Element x y z (Å)
C  -3.229  -2.359  -0.713
N  -2.735  -1.253  0.085
C  -3.658  -0.954  1.165
C  -2.465  -0.066  -0.715
C  -1.292  -0.226  -1.688
C  -0.048  -0.928  -1.132
C  0.473  -0.434  0.241
O  -0.173  -1.181  1.251
C  1.971  -0.677  0.356
C  2.456  -1.458  1.397
C  3.801  -1.757  1.502
C  4.688  -1.282  0.550
C  4.221  -0.494  -0.480
C  2.869  -0.152  -0.583
C  2.495  0.756  -1.653
C  1.550  1.705  -1.601
C  0.723  2.015  -0.451
C  0.399  3.358  -0.233
C  -0.277  3.762  0.898
C  -0.641  2.820  1.848
C  -0.365  1.485  1.627
C  0.281  1.059  0.472
H  -2.504  -2.613  -1.482
H  -3.367  -3.226  -0.069
H  -4.189  -2.126  -1.199
H  -3.248  -0.155  1.782
H  -3.781  -1.843  1.782
H  -4.647  -0.641  0.799
H  -2.234  0.745  -0.020
H  -3.358  0.236  -1.292
H  -1.019  0.775  -2.026
H  -1.617  -0.785  -2.569
H  0.736  -0.846  -1.884
H  -0.255  -1.992  -0.997
H  -1.104  -1.292  0.975
H  1.753  -1.842  2.118
H  4.154  -2.372  2.316
H  5.739  -1.524  0.613
H  4.912  -0.105  -1.215
H  3.128  0.713  -2.532
H  1.461  2.389  -2.436
H  0.716  4.093  -0.961
H  -0.509  4.806  1.048
H  -1.152  3.125  2.749
H  -0.658  0.742  2.354


Record 3
Below is a molecular structure, C20H24AsBFeN6O6SSi, with properties calculated with ωB97M-V/def2-TZVPD.

Its net charge is -2. The value obtained for the HOMO-LUMO gap (spin up / spin down) is 6.67 / 6.31 eV. As for the multiplicity: 5.

Element x y z (Å)
Fe  -0.946  0.943  -0.259
C  -0.282  5.233  -1.207
C  -1.009  4.202  -0.591
N  -0.302  3.086  -0.573
N  0.870  3.350  -1.179
C  0.909  4.636  -1.570
B  1.879  2.217  -1.468
N  1.262  1.235  -2.489
C  1.691  0.858  -3.706
C  0.797  -0.067  -4.209
C  -0.172  -0.198  -3.200
N  0.125  0.589  -2.181
N  2.174  1.454  -0.162
C  3.342  1.309  0.487
C  3.117  0.548  1.617
C  1.741  0.271  1.578
N  1.193  0.815  0.504
H  -0.584  6.253  -1.371
H  -2.004  4.203  -0.176
H  1.778  5.028  -2.071
H  2.900  2.684  -1.914
H  2.597  1.272  -4.118
H  0.839  -0.571  -5.160
H  -1.057  -0.815  -3.147
H  4.241  1.754  0.095
H  3.833  0.243  2.361
H  1.121  -0.273  2.275
O  -4.568  -0.294  -2.336
As  -4.223  0.825  -1.032
O  -5.391  1.971  -0.982
O  -2.640  1.337  -1.225
C  -4.319  -0.248  0.592
C  -5.242  0.221  1.520
C  -5.398  -0.401  2.753
C  -4.626  -1.505  3.070
C  -3.707  -1.983  2.146
C  -3.546  -1.367  0.913
S  -2.252  -2.154  -0.112
O  -1.537  1.284  1.803
O  -2.826  -2.164  -1.500
O  -1.119  -1.164  -0.007
H  -3.942  -1.045  -2.195
H  -5.828  1.093  1.253
H  -6.112  -0.009  3.468
H  -4.720  -1.985  4.037
H  -3.084  -2.838  2.385
C  1.062  -1.716  5.101
Si  -0.622  -0.875  5.304
C  -1.855  -2.258  5.681
C  -0.503  0.145  6.895
C  -1.061  0.095  3.905
C  -1.296  0.689  2.841
H  1.329  -2.314  5.979
H  1.843  -0.967  4.944
H  1.053  -2.373  4.228
H  -1.547  -2.853  6.547
H  -1.952  -2.924  4.820
H  -2.842  -1.837  5.885
H  -0.229  -0.474  7.756
H  -1.462  0.625  7.108
H  0.244  0.934  6.784


Record 4
Below is C20H24ClN3O3S in the gas phase, with properties calculated with ωB97M-V/def2-TZVPD.

As for the energy above the lowest of the compared OMol25 structures with the same formula, charge and spin: 0.11 kcal/mol. The SMILES is COCc1csc(C(=O)N2CCC[C@@H](NC(=O)c3ccc(Cl)c(N)c3)[C@@H]2C)c1. The value obtained for the HOMO-LUMO gap is 8.90 eV.

Element x y z (Å)
C  6.119  0.484  4.089
O  4.799  0.963  3.969
C  4.766  2.354  3.729
C  3.346  2.778  3.535
C  2.745  3.821  4.182
S  1.127  4.055  3.693
C  1.216  2.719  2.619
C  0.042  2.391  1.776
O  -0.786  3.238  1.504
N  -0.002  1.082  1.301
C  -0.033  0.065  2.371
C  0.281  -1.311  1.824
C  -0.743  -1.656  0.759
C  -0.726  -0.597  -0.336
N  -1.747  -0.890  -1.329
C  -1.518  -1.757  -2.345
O  -0.452  -2.335  -2.481
C  -2.656  -1.956  -3.308
C  -3.988  -1.737  -2.964
C  -4.973  -1.952  -3.914
C  -4.631  -2.374  -5.185
Cl  -5.888  -2.641  -6.361
C  -3.302  -2.609  -5.554
N  -2.961  -2.995  -6.827
C  -2.326  -2.395  -4.579
C  -0.922  0.839  0.175
C  -0.655  1.809  -0.975
C  2.455  2.144  2.629
H  6.063  -0.587  4.265
H  6.693  0.670  3.173
H  6.640  0.959  4.928
H  5.213  2.901  4.569
H  5.360  2.586  2.833
H  3.187  4.461  4.930
H  0.671  0.357  3.145
H  -1.033  0.050  2.829
H  1.290  -1.320  1.402
H  0.257  -2.037  2.639
H  -0.550  -2.627  0.301
H  -1.742  -1.693  1.206
H  0.240  -0.643  -0.846
H  -2.601  -0.359  -1.323
H  -4.273  -1.443  -1.963
H  -6.017  -1.804  -3.675
H  -2.052  -3.403  -6.947
H  -3.686  -3.382  -7.402
H  -1.282  -2.574  -4.806
H  -1.959  0.947  0.528
H  -1.149  1.462  -1.881
H  -0.996  2.813  -0.752
H  0.420  1.835  -1.169
H  2.719  1.293  2.017


Record 5
Below is a molecular structure, C20H24FNOP2Pr at a distorted geometry, with properties calculated with ωB97M-V/def2-TZVPD.

As for the energy above the lowest of the compared OMol25 structures with the same formula, charge and spin: 13.02 kcal/mol. Its net charge is +1. The value obtained for the HOMO-LUMO gap (spin up / spin down) is 5.02 / 6.58 eV. As for the multiplicity: 3.

Element x y z (Å)
C  -0.066  -0.450  -5.210
C  0.478  0.077  -4.035
C  -0.216  1.135  -3.378
C  -1.447  1.635  -3.895
C  -2.004  0.995  -5.039
C  -1.315  -0.027  -5.676
C  -2.009  2.736  -3.231
C  -1.204  3.571  -2.435
C  0.029  3.027  -1.962
C  0.852  3.744  -1.053
C  0.399  4.986  -0.610
C  -0.823  5.515  -1.032
C  -1.610  4.843  -1.954
H  0.475  -1.233  -5.748
H  -2.977  1.317  -5.386
H  -1.724  -0.486  -6.569
H  -3.016  3.055  -3.507
H  1.002  5.552  0.099
H  -1.154  6.477  -0.649
H  -2.581  5.242  -2.262
N  0.240  1.677  -2.183
Pr  -0.324  0.169  -0.302
C  1.765  -0.477  -3.456
H  2.465  0.329  -3.167
H  2.252  -1.159  -4.169
C  2.139  3.134  -0.531
H  2.732  2.673  -1.335
H  2.755  3.881  -0.020
P  1.459  -1.467  -1.907
P  1.798  1.800  0.731
C  1.267  2.800  2.170
H  1.119  2.130  3.030
H  2.046  3.540  2.410
H  0.313  3.309  1.974
C  3.481  1.293  1.219
H  3.980  2.107  1.763
H  3.397  0.410  1.867
H  4.062  1.012  0.332
C  0.616  -2.916  -2.629
H  1.293  -3.459  -3.308
H  0.331  -3.566  -1.787
H  -0.294  -2.607  -3.157
C  3.112  -2.168  -1.617
H  3.086  -2.693  -0.653
H  3.364  -2.873  -2.423
H  3.848  -1.355  -1.558
C  -2.486  2.150  -0.675
O  -1.959  2.036  0.398
H  -3.176  2.876  -1.224
F  -0.121  -1.037  1.434